A) The following is a quantum chemistry calculation of a 2-piece molecular cluster, C3H8NO overall, from the Open Molecules 2025 dataset.

Calculated values
LUMO level, eV: -5.4
Net charge: +1

Last column: natural (NBO) charge in e.
Positions of all 13 atoms, in Å:
H 0.948 -0.240 1.323  0.1910
H -0.346 0.446 -0.588  0.4738
H 0.621 -2.808 -0.376  0.1996
H 1.061 -1.998 1.808  0.2392
C 0.611 -1.746 -0.159  0.1153
N -0.451 1.459 -0.396  -0.5732
H 0.215 2.051 -0.885  0.4404
H 0.668 -1.484 -2.075  0.5210
H -1.226 3.038 0.596  0.2251
C -1.340 2.005 0.320  0.1576
C 1.013 -1.272 1.007  -0.4732
H -2.217 1.507 0.723  0.2375
O 0.441 -0.957 -1.298  -0.7541

---

B) The following is a quantum chemistry calculation of a 2-piece molecular cluster, C3H8NO overall, from the Open Molecules 2025 dataset.

Calculated values
LUMO level, eV: -5.8
Net charge: +1

Last column: natural (NBO) charge in e.
Positions of all 13 atoms, in Å:
C -1.662 -0.669 0.099  0.1102
H -0.458 -2.073 -0.324  0.5058
H -2.524 -1.322 0.061  0.2105
O -0.386 -1.213 0.097  -0.7466
H 1.053 0.215 0.965  0.4549
H 0.717 0.221 -1.232  0.2509
C 1.717 0.211 -0.825  0.1855
H 2.632 1.010 0.801  0.4594
H -0.929 1.221 0.636  0.1719
N 1.894 0.419 0.426  -0.5966
H -2.781 1.062 0.387  0.2423
C -1.802 0.615 0.451  -0.4733
H 2.530 0.304 -1.543  0.2251

---

C) The following is a quantum chemistry calculation of a 2-piece molecular cluster, C3H8NO overall, from the Open Molecules 2025 dataset.

Calculated values
LUMO level, eV: -4.3
Net charge: +1

Last column: natural (NBO) charge in e.
Positions of all 13 atoms, in Å:
O -1.828 1.001 -0.703  -0.8784
H 2.000 0.143 1.873  0.2124
H 1.294 0.722 -0.301  0.4315
H -2.254 1.629 -1.304  0.5179
C 1.297 -0.674 1.800  -0.3362
H 1.249 -1.339 2.645  0.2458
H -0.161 -1.687 0.642  0.2296
N 0.595 -0.018 -0.380  -0.4899
C -0.221 -0.047 -1.381  0.1579
H -0.870 -0.905 -1.506  0.2368
H -0.051 0.593 -2.234  0.2354
C 0.542 -0.871 0.730  -0.0722
H -1.593 1.452 0.119  0.5093

---

D) The following is a quantum chemistry calculation of a 2-piece molecular cluster, C3H8NO overall, from the Open Molecules 2025 dataset.

Calculated values
LUMO level, eV: -7.9
Net charge: +1

Last column: natural (NBO) charge in e.
Positions of all 13 atoms, in Å:
C -1.776 0.650 0.411  0.0992
H -1.654 1.601 1.008  0.2225
H -2.684 -1.215 0.674  0.2314
N 2.002 0.309 0.034  -0.8291
H 1.815 -0.090 0.966  0.4993
H 2.332 -1.078 -1.556  0.2047
C -2.799 -0.159 0.377  -0.5042
C 2.735 -0.330 -0.841  0.4020
H -3.881 0.186 0.166  0.2494
H 3.900 -0.298 -0.880  0.2143
H -0.911 -0.680 -0.465  0.4999
O -0.480 -0.001 0.205  -0.7833
H 1.402 1.105 -0.099  0.4937

---

Which of them is least stable? Easy: D).

---

A) The following is a quantum chemistry calculation of C2H4INS as an isolated structure, from the Open Molecules 2025 dataset.

Calculated values
LUMO level, eV: -0.6
Net charge: 0

Last column: natural (NBO) charge in e.
Positions of all 9 atoms, in Å:
H -1.793 -0.033 1.830  0.2869
I 1.766 0.093 -2.898  0.0458
N 0.158 1.414 -0.469  -0.4832
C -0.797 -0.294 1.236  -0.7972
S 1.278 -1.411 -1.151  -0.7530
C -0.294 0.654 0.332  0.6428
H 0.750 1.348 -1.351  0.4175
H -0.019 -0.580 1.954  0.3003
H -1.049 -1.191 0.517  0.3399

---

B) The following is a quantum chemistry calculation of a 2-piece molecular cluster, C2H4INS overall, from the Open Molecules 2025 dataset.

Calculated values
LUMO level, eV: 0.2
Net charge: 0
Structure (SMILES): N=C=S.CI

Last column: natural (NBO) charge in e.
Positions of all 9 atoms, in Å:
N 0.483 0.271 2.496  -0.6583
H -0.903 -0.867 -2.761  0.2243
I 0.177 -1.983 -0.503  0.0240
S 1.228 2.297 0.830  0.0080
H -1.753 -0.328 -1.314  0.2179
C 0.855 1.123 1.762  0.2288
H 0.986 -0.471 2.910  0.4203
H -0.302 0.415 -1.657  0.2055
C -0.771 -0.458 -1.761  -0.6706

---

Which of them is least stable? Easy: A).

---

A) The following is a quantum chemistry calculation of an isolated ion of composition C4H11NS and charge +1, from the Open Molecules 2025 dataset.

Calculated values
2S+1: 2
LUMO level (alpha / beta), eV: -3.8 / -9.0
Expectation value of S²: 0.753
Net charge: +1

Last column: natural (NBO) charge in e.
Positions of all 17 atoms, in Å:
C -0.811 0.661 0.554  -0.3892
H 0.667 -1.275 -1.893  0.1992
C -0.700 -0.150 -0.734  -0.4296
H -0.055 0.886 2.536  0.3066
H 1.091 -0.075 1.520  0.2685
H 1.358 -0.971 -0.382  0.1748
H -1.778 -1.366 2.268  0.1454
H 0.853 1.316 -2.067  0.3611
H -1.308 -1.052 -0.720  0.2175
H 2.154 0.353 -2.267  0.3792
H -0.304 1.617 0.399  0.2536
N 1.456 0.657 -1.598  -0.8288
H -1.155 0.436 -1.515  0.2400
H -1.808 0.814 0.950  0.2283
C 0.052 0.134 1.740  -0.5851
S -0.430 -1.484 2.333  0.6867
C 0.716 -0.500 -1.124  -0.2283

---

B) The following is a quantum chemistry calculation of a 2-piece molecular cluster, C4H11NS overall, from the Open Molecules 2025 dataset.

Calculated values
2S+1: 2
LUMO level (alpha / beta), eV: -3.5 / -8.7
Expectation value of S²: 0.753
Net charge: +1

Last column: natural (NBO) charge in e.
Positions of all 17 atoms, in Å:
H -1.210 -3.481 -0.667  0.1641
C 0.349 3.058 0.222  -0.8410
H 2.469 -2.812 -0.922  0.1714
N 0.786 -3.664 0.023  -0.4024
C -0.092 -3.442 -0.858  -0.0599
C 2.142 -3.295 -0.008  -0.4464
H -2.348 3.662 1.183  0.2933
C -2.468 2.800 0.438  -0.8668
H 1.099 2.392 -0.322  0.3016
H 0.148 -3.578 -1.897  0.1389
H 0.834 4.076 0.191  0.3094
H -2.624 1.871 0.959  0.3087
H 2.838 -4.178 0.449  0.2286
H 0.214 2.832 1.306  0.2810
S -1.188 2.971 -0.743  0.9236
H -3.332 3.258 -0.089  0.2898
H 2.383 -2.469 0.738  0.2061

---

Which of them is least stable? Easy: B).

---

A) The following is a quantum chemistry calculation of a 2-piece molecular cluster, C4H10N2O2 overall, from the Open Molecules 2025 dataset.

Calculated values
LUMO level, eV: 0.6
Net charge: 0
Structure (SMILES): CC(N)=O.CC(N)=O

Last column: natural (NBO) charge in e.
Positions of all 18 atoms, in Å:
H -0.477 -1.304 -3.283  0.2168
C 0.259 -1.816 1.997  -0.7146
C 0.351 -0.329 2.266  0.6728
H -0.564 1.391 1.812  0.4026
O 1.331 0.171 2.782  -0.6200
H 0.694 -2.024 1.019  0.2258
H -1.670 -1.039 -2.010  0.2426
H 0.728 2.076 -2.865  0.4045
C -0.613 -0.912 -2.273  -0.7219
H 0.814 -2.322 2.774  0.2388
H -0.768 -2.181 2.060  0.2127
H -0.054 -1.508 -1.550  0.2391
O -0.628 1.141 -1.053  -0.6346
N -0.739 0.401 1.906  -0.8129
C -0.288 0.541 -2.059  0.6734
N 0.373 1.153 -3.064  -0.8108
H -1.424 0.036 1.264  0.3942
H 0.829 0.605 -3.772  0.3916

---

B) The following is a quantum chemistry calculation of one molecule with the formula C4H10N2O2, from the Open Molecules 2025 dataset.

Calculated values
LUMO level, eV: 0.7
Net charge: 0
Structure (SMILES): O=CNCCNCO

Last column: natural (NBO) charge in e.
Positions of all 18 atoms, in Å:
C 0.829 0.571 2.213  0.1108
H -1.412 0.913 -0.816  0.2053
H -1.969 -0.736 -0.827  0.2070
H -0.620 -1.230 0.835  0.1957
H 0.084 2.242 2.946  0.4697
N -0.141 0.717 1.178  -0.6478
H 0.584 -0.237 2.893  0.1525
C -0.164 -0.422 0.257  -0.2319
C 0.224 -1.352 -2.643  0.5264
H -0.476 0.567 -2.816  0.3963
C -1.088 -0.114 -0.948  -0.2288
H 0.828 -0.813 0.026  0.1935
N -0.451 -0.252 -2.236  -0.6148
O 0.905 1.744 3.016  -0.7272
H 1.856 0.400 1.868  0.1375
H 0.637 -1.242 -3.660  0.1125
O 0.352 -2.348 -1.972  -0.6072
H 0.020 1.592 0.686  0.3505

---

Which of them is least stable? Easy: B).